Entry from the Open Molecules 2025 dataset: C4H8O2 as an isolated structure in a non-equilibrium geometry (the ωB97M-V functional and the def2-TZVPD basis).

Summary:
* highest occupied orbital energy (alpha / beta): -9.8825 / -9.8814 eV
* M: 88.1 u
* net charge: 0
* E_LUMO (alpha / beta): 0.02 / 0.02 eV
* multiplicity: 1
* electronic energy: -307.5549 Eh
* energy above the lowest of the compared OMol25 structures with the same formula, charge and spin: 98.8 kcal/mol

Positions of all 14 atoms, in Å:
C1 -2.2314 -0.2844 0.6290
C2 -1.0651 -0.2278 -0.3317
O1 0.0631 0.2186 0.4081
C3 1.2212 0.1283 -0.3041
O2 1.5771 0.9321 -1.3219
C4 2.5203 0.5437 0.1747
H1 -2.0255 -0.9953 1.4356
H2 -2.3930 0.7016 1.0739
H3 -3.1428 -0.5939 0.1099
H4 -0.8691 -1.2191 -0.7753
H5 -1.2497 0.4751 -1.1526
H6 3.1702 -0.2952 0.4714
H7 2.9605 1.5208 0.2017
H8 1.4644 -0.9045 -0.6186


Entry from the Open Molecules 2025 dataset: C4H8O2 as an isolated structure (the ωB97M-V functional and the def2-TZVPD basis).

Summary:
* highest occupied orbital energy: -8.8940 eV
* M: 88.1 u
* net charge: 0
* E_LUMO: 0.69 eV
* multiplicity: 1
* electronic energy: -307.5257 Eh
* energy above the lowest of the compared OMol25 structures with the same formula, charge and spin: 117.1 kcal/mol

Positions of all 14 atoms, in Å:
O1 2.2736 0.5742 -1.1850
C1 2.0800 -0.5444 -0.5217
C2 -0.5778 0.1747 1.0909
C3 -0.8541 0.8954 -0.2376
O2 -1.0673 -0.3543 -0.9156
C4 -1.1009 -1.0575 0.3389
H1 2.7613 1.1849 -0.6089
H2 0.4882 0.0922 1.3155
H3 1.5058 -1.1495 -1.2607
H4 -1.1354 0.5050 1.9717
H5 -1.7623 1.5136 -0.2325
H6 -0.0325 1.4628 -0.6911
H7 -2.1238 -1.3539 0.6110
H8 -0.4549 -1.9433 0.3250


Entry from the Open Molecules 2025 dataset: one molecule with the formula C4H8O2 (the ωB97M-V functional and the def2-TZVPD basis).

Summary:
* highest occupied orbital energy: -10.7414 eV
* M: 88.1 u
* SMILES string: CCCOC=O
* net charge: 0
* E_LUMO: 0.99 eV
* multiplicity: 1
* electronic energy: -307.6876 Eh
* energy above the lowest of the compared OMol25 structures with the same formula, charge and spin: 15.6 kcal/mol

Positions of all 14 atoms, in Å:
C1 -1.3678 0.4590 -0.6683
C2 -0.9355 0.2046 0.7873
C3 0.3852 -0.5359 0.9157
O1 1.4674 0.2633 0.3948
C4 1.9894 -0.0938 -0.7812
O2 1.6394 -1.0118 -1.4781
H1 -2.3967 0.1303 -0.8418
H2 -1.3177 1.5216 -0.9236
H3 -0.7310 -0.0815 -1.3757
H4 -1.6867 -0.3966 1.3139
H5 -0.8594 1.1493 1.3380
H6 0.6367 -0.7122 1.9652
H7 0.3638 -1.4888 0.3808
H8 2.8129 0.5925 -1.0270


> Which formula does entry 2 have?

C4H8O2